A structure of composition C45H54BrEuN6. Source: the Open Molecules 2025 dataset; level of theory: wB97M-V/def2-TZVPD.

- 2S+1: 8
- Kohn-Sham gap (alpha / beta): 3.1 / 3.2 eV
- Net charge: -1
- LUMO level (alpha / beta): 2.0 / -0.2 eV

Each line ends with the Mulliken charge.
Element x y z (Å)
Eu -0.5547 0.0668 0.1709  0.11
C -1.5562 3.7616 -2.6230  -1.15
C -1.6339 2.2482 -2.8897  -0.02
C -0.2764 1.5415 -2.7310  -1.57
N -0.4251 0.1802 -2.2454  -0.02
C -0.7032 -0.7997 -3.0434  1.41
C -0.8629 -0.6392 -4.4619  -0.77
C -0.9519 -1.5466 -5.4929  -0.89
C -0.9125 -2.9419 -5.4896  -0.39
C -0.8746 -3.7298 -4.3521  -1.01
C -0.9322 -3.3782 -3.0110  -0.52
C -0.9728 -2.1156 -2.3483  0.11
N -1.2174 -2.0111 -1.0680  0.65
C -1.7692 -3.1510 -0.3700  -1.41
C -2.4471 -2.6871 0.9205  -0.56
C -3.5370 -1.6309 0.6843  -1.50
N -2.9784 -0.2906 0.6649  0.43
C -3.7817 0.7259 0.6274  0.71
C -5.1931 0.5992 0.4019  -0.90
C -6.2479 1.4485 0.6741  -0.40
C -6.2586 2.6936 1.2932  -0.65
C -5.1207 3.4195 1.6302  -0.47
C -3.7896 3.1795 1.3436  -0.56
C -3.1230 2.0840 0.7059  0.67
N -1.9084 2.1555 0.2290  0.48
C -1.3507 3.4812 -0.0384  -0.98
C -2.0230 4.1956 -1.2244  -0.77
H -2.1695 4.2960 -3.3547  0.38
H -0.5262 4.1048 -2.7845  0.41
H -2.0203 2.0525 -3.8932  0.77
H -2.3367 1.7921 -2.1948  0.00
H 0.3323 2.0782 -1.9969  0.20
H 0.2698 1.5906 -3.6794  0.80
H -0.9055 0.3923 -4.7852  0.09
H -1.0432 -1.0911 -6.4766  0.26
H -0.9255 -3.4447 -6.4497  0.32
H -0.8223 -4.8016 -4.5298  0.27
H -0.9308 -4.2248 -2.3354  0.27
H -1.0056 -3.9066 -0.1272  0.20
H -2.5194 -3.6588 -0.9938  0.79
H -1.6957 -2.2831 1.6065  0.01
H -2.8905 -3.5551 1.4173  0.51
H -4.3052 -1.7022 1.4667  0.66
H -4.0407 -1.8691 -0.2623  0.43
H -5.4781 -0.3462 -0.0430  0.32
H -7.2246 1.0569 0.3976  0.34
H -7.2229 3.1367 1.5163  0.31
H -5.3032 4.3552 2.1518  0.33
H -3.1216 3.9790 1.6403  0.28
H -0.2895 3.3514 -0.2543  0.10
H -1.3812 4.1331 0.8388  0.42
H -1.8498 5.2720 -1.1213  0.45
H -3.1042 4.0482 -1.1466  0.29
Br 2.0913 0.0101 3.8775  -0.18
C 0.2712 -0.3907 4.1928  0.07
C -0.0303 -1.0253 5.3929  -0.61
C -1.3583 -1.2622 5.6891  -0.72
C -2.3223 -0.8501 4.7855  -1.07
C -1.9068 -0.2611 3.6043  -0.39
N -0.6216 -0.0541 3.2794  0.35
H 0.7658 -1.3064 6.0668  0.40
H -1.6331 -1.7541 6.6151  0.33
H -3.3791 -0.9847 4.9783  0.43
H -2.6243 0.0506 2.8590  0.65
C 0.9923 4.3168 2.4243  -2.23
C 1.9339 3.4214 1.6575  0.26
C 3.2399 3.8488 1.3732  -0.83
C 4.0804 3.0144 0.6437  0.60
C 5.4805 3.4669 0.2992  -1.68
C 3.6646 1.7470 0.2427  -0.64
C 2.3797 1.2346 0.5809  -0.14
C 1.5225 2.1785 1.2397  0.61
N 1.8647 0.0038 0.3871  0.44
C 2.6066 -1.2264 0.1170  1.85
C 2.4440 -1.6491 -1.3555  -0.78
C 3.0213 -3.0440 -1.6239  0.46
C 4.5123 -3.0621 -1.2727  -1.78
C 4.6878 -2.6832 0.2023  0.44
C 3.9691 -3.7173 1.0738  -1.80
C 2.4775 -3.7113 0.7272  0.20
C 2.2857 -4.0670 -0.7518  -0.67
C 1.9349 -2.3060 1.0005  -0.61
C 4.1172 -1.2705 0.4254  -1.78
H 1.4755 4.7035 3.3250  0.58
H 0.0921 3.7778 2.7248  0.28
H 0.6855 5.1771 1.8219  0.39
H 3.5811 4.8289 1.7000  0.37
H 5.5710 4.5529 0.3615  0.43
H 5.7613 3.1556 -0.7102  0.37
H 6.2099 3.0311 0.9891  0.29
H 4.3437 1.1698 -0.3657  0.38
H 0.5229 1.8591 1.5046  0.99
H 2.9352 -0.9009 -1.9912  0.58
H 1.3868 -1.6341 -1.6063  -0.39
H 2.8810 -3.2958 -2.6788  0.57
H 5.0552 -2.3525 -1.9077  0.53
H 4.9354 -4.0580 -1.4571  0.55
H 5.7543 -2.6741 0.4511  0.34
H 4.1042 -3.4745 2.1346  0.55
H 4.3978 -4.7139 0.9053  0.57
H 1.9504 -4.4356 1.3558  0.42
H 1.2195 -4.0626 -1.0042  -0.37
H 2.6685 -5.0768 -0.9512  0.71
H 2.0974 -2.0397 2.0498  0.31
H 0.8549 -2.2804 0.8321  -0.41
H 4.6645 -0.6003 -0.2339  0.30
H 4.2967 -0.9389 1.4557  0.29

Atomic forces in eV per Å
Eu -2.127 -0.937 -1.339
C -0.078 -0.040 0.020
C 0.080 0.282 -0.158
C -0.455 -0.672 0.274
N 0.922 2.850 3.582
C -1.035 -2.297 -3.934
C 0.318 0.452 2.890
C -0.314 -0.454 -1.646
C 0.044 -0.350 0.953
C 0.247 -0.434 -2.266
C -0.066 1.649 2.402
C 0.601 -1.488 -2.696
N -0.060 0.953 2.516
C -0.087 0.310 0.163
C -0.055 -0.009 -0.185
C 0.144 -0.364 0.047
N 0.513 -0.045 -0.328
C -0.170 0.589 0.064
C -0.002 0.164 0.118
C 0.144 -0.176 -0.060
C 0.248 0.211 0.106
C -0.336 -0.169 -0.081
C 0.316 -0.363 -0.366
C -1.267 0.009 0.453
N 0.900 -0.235 -0.155
C 0.027 -0.028 -0.076
C 0.031 -0.071 -0.092
H 0.037 0.041 0.041
H -0.017 -0.005 0.005
H 0.016 0.060 0.036
H -0.045 -0.070 -0.004
H 0.072 0.227 0.130
H 0.196 0.004 -0.049
H 0.103 0.105 -0.017
H -0.013 -0.014 -0.004
H 0.016 -0.030 -0.021
H -0.015 -0.006 -0.032
H -0.165 -0.017 0.043
H 0.012 -0.074 0.013
H 0.062 0.013 -0.080
H -0.007 0.050 0.249
H 0.068 0.047 0.036
H 0.093 0.064 0.010
H 0.046 0.065 -0.046
H 0.030 0.020 0.003
H 0.063 -0.010 0.011
H 0.062 -0.023 0.004
H 0.008 -0.004 -0.012
H -0.019 0.000 -0.023
H 0.094 0.052 -0.103
H -0.061 -0.019 0.055
H -0.005 -0.002 0.014
H 0.028 0.001 0.038
Br 0.656 0.301 -0.126
C 0.320 -1.508 2.683
C 1.309 0.831 -1.238
C -0.226 -1.087 1.875
C -0.516 0.943 -1.950
C -2.172 -0.534 1.377
N 0.785 1.073 -3.321
H 0.054 0.054 0.043
H 0.045 0.001 -0.036
H -0.018 0.043 -0.070
H -0.079 0.010 0.195
C -0.010 -0.015 0.016
C -0.177 0.332 0.122
C -0.368 -0.451 -0.094
C 0.317 -0.230 -0.269
C 0.018 -0.026 -0.025
C 0.094 0.047 0.063
C 0.225 0.637 0.147
C 0.137 -0.408 -0.208
N 0.874 0.220 -0.129
C 0.600 -0.787 0.006
C -0.215 0.343 -0.342
C 0.084 -0.038 0.288
C 0.018 0.011 -0.035
C -0.111 -0.098 -0.059
C 0.011 0.042 0.094
C 0.132 0.079 -0.209
C -0.102 -0.030 0.016
C -0.082 0.121 0.307
C 0.028 0.189 0.317
H -0.016 -0.055 -0.043
H 0.085 0.014 0.000
H 0.047 -0.061 -0.004
H -0.047 -0.147 -0.034
H -0.006 -0.066 -0.016
H -0.044 0.032 0.077
H -0.070 0.033 -0.034
H -0.068 0.028 0.066
H -0.068 0.119 0.451
H -0.050 -0.039 0.009
H -0.116 -0.033 -0.168
H -0.077 0.116 0.047
H -0.002 -0.026 0.006
H -0.044 0.092 0.011
H -0.047 0.069 0.019
H 0.001 -0.025 -0.055
H -0.035 0.107 -0.002
H -0.037 0.107 -0.003
H 0.063 0.009 -0.030
H -0.031 0.098 0.025
H -0.067 -0.035 -0.096
H -0.161 -0.130 -0.101
H 0.038 -0.060 -0.043
H -0.019 -0.027 -0.029



A cluster of 10 separate species, C45H54O3 in total. Source: the Open Molecules 2025 dataset; level of theory: wB97M-V/def2-TZVPD.

- SMILES string: c1ccccc1.c1ccccc1.c1ccccc1.c1ccccc1.c1ccccc1.c1ccccc1.c1ccccc1.CO.CO.CO
- Kohn-Sham gap: 9.3 eV
- Relative energy (zero: lowest compared OMol25 entry of this formula, charge and spin): 53.1 kcal/mol
- LUMO level: 0.5 eV

Each line ends with the Mulliken charge.
Element x y z (Å)
C -22.8957 5.4090 12.5278  -0.14
O -23.8729 5.4355 13.5307  -0.53
H -22.7018 4.3664 12.2177  0.21
H -23.2310 6.0020 11.6204  0.07
H -21.9096 5.8139 12.8788  0.09
H -24.6847 5.3119 13.0168  0.32
C -15.2554 10.2145 10.3920  -0.01
O -14.5019 10.7250 11.4670  -0.49
H -16.0680 9.5060 10.6517  -0.37
H -15.8175 11.0588 9.9184  0.18
H -14.6363 9.7165 9.6844  0.38
H -13.6449 11.0252 11.1455  0.31
C -19.3301 7.0455 5.1497  -0.60
O -20.7666 7.0155 5.3963  -0.39
H -19.1562 7.5771 4.1961  0.26
H -18.6906 7.5539 5.8447  0.17
H -18.9949 6.0234 4.9235  0.32
H -20.8803 6.6260 6.2739  0.26
C -19.6090 4.5412 11.1517  -0.76
C -19.6993 3.9274 12.4594  -0.68
C -19.1044 4.5014 13.5618  -0.36
C -18.3102 5.6279 13.3684  -1.00
C -18.1113 6.1437 12.0814  0.51
C -18.7658 5.5986 10.9894  -0.52
H -20.0890 4.0460 10.2878  0.36
H -20.3073 3.0152 12.5832  0.43
H -19.3147 4.0163 14.5411  0.43
H -17.9096 6.0137 14.2832  0.52
H -17.4897 7.0762 12.1094  0.18
H -18.6859 6.0009 10.0255  1.01
C -24.3850 5.4166 7.4461  -0.55
C -24.1694 6.5187 6.5884  -0.50
C -24.3858 7.7832 7.0743  -0.28
C -24.8742 8.0565 8.3499  -0.45
C -25.1374 6.9839 9.1962  -0.44
C -24.8874 5.6856 8.7328  -0.33
H -24.2268 4.4015 7.1614  0.47
H -23.9192 6.3110 5.5450  0.38
H -24.2838 8.6729 6.4682  0.56
H -25.0771 9.1150 8.5986  0.41
H -25.5821 7.0896 10.1756  0.43
H -25.1022 4.8361 9.3873  0.36
C -20.9488 12.6113 5.8219  -0.40
C -21.1997 11.4551 5.0920  -0.51
C -21.7692 10.3818 5.6599  -0.20
C -22.1486 10.3934 7.0282  0.10
C -21.8451 11.5396 7.7610  -0.56
C -21.1919 12.6381 7.1456  -0.54
H -20.4821 13.4302 5.3117  0.37
H -20.8680 11.5324 4.0744  0.39
H -21.9889 9.4913 5.0976  0.43
H -22.6986 9.6299 7.5843  0.06
H -22.1509 11.5570 8.7742  0.41
H -20.8808 13.4882 7.7281  0.41
C -14.0136 10.6702 16.1747  -0.50
C -14.4258 10.2020 14.9245  -0.59
C -15.3098 9.1155 14.8545  -0.25
C -15.8142 8.6021 16.0370  -0.24
C -15.3778 9.1015 17.2910  -0.49
C -14.4801 10.0814 17.3151  -0.40
H -13.3540 11.4994 16.1687  0.40
H -14.0998 10.5564 14.0083  0.54
H -15.7776 8.7397 13.9798  0.49
H -16.5600 7.8201 16.0265  0.38
H -15.8398 8.7321 18.2228  0.35
H -14.2870 10.5417 18.2913  0.29
C -15.4099 4.2626 13.0142  -0.64
C -14.6444 5.3519 12.6831  0.25
C -13.9043 6.0102 13.6431  -0.77
C -13.9771 5.5888 14.9636  -0.20
C -14.7436 4.5255 15.3298  -0.77
C -15.5291 3.8976 14.3446  -0.16
H -16.0539 3.7807 12.2866  0.38
H -14.6326 5.7167 11.6911  0.44
H -13.1436 6.8389 13.4110  0.28
H -13.4482 6.0440 15.7631  0.44
H -14.8874 4.2772 16.3779  0.36
H -16.2645 3.1453 14.6455  0.37
C -13.8881 6.8031 7.7379  -0.55
C -14.5637 6.1139 8.7588  -0.51
C -15.8137 6.5364 9.2003  -0.57
C -16.3451 7.6935 8.6064  0.59
C -15.7321 8.3062 7.5641  -0.10
C -14.4432 7.9456 7.1637  -0.70
H -12.9674 6.3627 7.4014  0.40
H -14.0813 5.2622 9.1784  0.50
H -16.3883 5.9707 9.8835  0.49
H -17.3442 7.9473 8.9851  -0.38
H -16.3449 9.1247 7.1193  0.26
H -14.0247 8.5205 6.3906  0.48
C -19.2248 9.3297 10.9764  -0.46
C -18.5813 10.4460 10.5747  -0.67
C -18.5804 10.8075 9.2262  -0.96
C -19.2375 9.9808 8.3288  -0.21
C -19.8563 8.7802 8.6918  0.16
C -19.8433 8.4323 10.0457  -0.91
H -19.3855 9.0439 12.0324  0.39
H -18.2249 11.0684 11.3801  0.54
H -18.2395 11.7509 8.8579  0.62
H -19.2491 10.3807 7.3073  0.51
H -20.6062 8.2548 8.0330  0.08
H -20.3374 7.5083 10.3844  0.87

Atomic forces in eV per Å
C 1.230 0.291 -1.273
O -0.698 0.162 -0.164
H 0.009 0.322 -0.101
H 0.536 -0.563 0.864
H -1.064 -0.202 -0.086
H -0.032 0.028 0.738
C -1.430 1.004 -0.444
O 0.079 -0.250 0.787
H 0.801 0.302 0.664
H 0.532 -0.573 -0.070
H 0.494 -0.343 -0.734
H -0.242 -0.108 -0.065
C -0.852 -0.555 -2.021
O 1.309 0.305 0.418
H -0.484 -0.064 0.356
H -0.094 0.076 1.005
H 0.171 0.180 0.504
H -0.104 0.072 -0.217
C -0.172 -2.484 1.620
C -0.902 0.022 -1.766
C -0.478 -0.751 -0.084
C -0.625 -0.636 -0.244
C 0.658 1.366 2.121
C 0.030 0.149 0.645
H 0.197 0.467 0.608
H 0.300 0.575 -0.132
H 0.517 0.701 -0.662
H 0.637 0.732 -0.049
H -0.534 -0.996 -0.853
H 0.394 0.693 -1.158
C -0.521 1.860 0.858
C -0.083 -1.702 0.098
C -0.477 1.260 -0.054
C -0.067 -0.109 0.194
C 0.036 -0.373 -0.473
C 0.278 -0.422 -0.191
H 0.107 -0.448 -0.378
H 0.198 0.378 0.355
H 0.226 -0.261 -0.488
H 0.127 -0.839 0.116
H 0.066 0.255 0.068
H 0.067 0.292 -0.142
C 0.594 -0.335 -0.810
C 0.793 1.667 -0.702
C -1.424 -2.101 1.492
C 0.232 1.577 -0.016
C 0.216 -0.005 -1.441
C -0.836 -0.521 1.854
H 0.172 0.411 -0.039
H -0.223 -0.622 -0.526
H 0.115 -0.231 -0.275
H 0.418 -0.087 -0.734
H 0.026 0.240 0.967
H -0.177 0.227 0.234
C -0.016 -0.288 -2.222
C -0.723 -1.603 1.458
C -0.409 0.573 1.650
C 0.313 0.037 1.115
C -2.429 -2.585 -0.789
C 0.915 2.310 1.999
H 0.566 0.659 0.358
H 0.782 1.154 -1.444
H 0.242 -0.092 -1.090
H -0.049 -0.100 -0.099
H 0.371 0.108 -0.610
H 0.415 -0.193 -0.372
C -1.038 -0.282 0.569
C 0.652 0.349 0.101
C 1.730 1.238 0.242
C 0.499 0.061 -0.048
C -1.892 -0.728 -0.518
C 0.214 -0.451 0.734
H 0.151 0.034 -0.087
H 0.115 0.204 -0.997
H -1.601 -1.177 0.090
H 0.662 0.766 0.255
H 0.201 -0.119 -0.153
H 0.392 0.070 -0.190
C -0.413 0.168 0.373
C -0.296 0.702 -0.442
C 1.238 0.934 -1.388
C -1.452 -2.078 1.573
C -0.410 1.690 -0.463
C -1.288 -1.002 0.729
H 0.413 0.270 -0.146
H 0.139 -0.663 0.241
H -0.286 -0.354 0.847
H 0.388 0.399 -0.547
H 1.069 -0.435 0.053
H 0.907 0.300 -0.927
C -1.639 -3.227 0.198
C 0.015 1.229 0.166
C -0.662 -1.000 0.265
C 0.459 0.467 -0.997
C -1.269 -0.153 0.543
C 0.293 0.824 -0.025
H 0.539 0.471 -0.539
H 0.412 0.423 -0.220
H 0.499 0.379 0.067
H -0.336 -0.565 0.214
H 1.417 0.477 0.365
H 0.157 0.768 -0.068



| no. | total energy (eV) |
| --- | --- |
| 1 | -145850.137 |
| 2 | -53679.503 |